1.
The following is a quantum chemistry calculation of a gas-phase ion, C5H11N2S (charge +1), from OMol25.

Last column: Mulliken charge in e.
Element x y z (Å)
1 C -0.124 -0.031 -0.880  -0.217
2 C -0.399 1.780 0.476  -0.370
3 C 1.096 1.208 0.687  -0.550
4 C 2.131 -0.876 -0.365  -0.824
5 C -2.049 -1.523 0.469  -0.557
6 N -0.979 0.887 -0.511  -0.445
7 N 1.060 0.037 -0.256  0.105
8 S -2.722 -0.109 0.005  0.172
9 H -0.373 -0.784 -1.567  0.619
10 H -1.098 1.760 1.335  0.270
11 H -0.428 2.810 0.066  0.288
12 H 1.854 2.030 0.371  0.299
13 H 1.259 0.749 1.611  0.403
14 H 1.799 -1.626 -1.135  0.262
15 H 3.201 -0.473 -0.660  0.272
16 H 2.279 -1.384 0.538  0.364
17 H -1.852 -2.271 -0.383  0.266
18 H -1.942 -1.753 1.424  0.417
19 H -2.713 -0.431 -1.226  0.226

## Properties
- Multiplicity: 1
- ΔE to the lowest compared entry with this formula, charge and spin: 4.2747 eV
- Total charge: +1
- Largest force on an atom: 5.74 eV Å⁻¹
- Orbital gap: 0.2936 hartree
- DFT total energy: -19168.61130 eV
- E_HOMO: -0.46588 hartree


2.
The following is a quantum chemistry calculation of 6 unconnected molecules or ions with the total composition C12H27N3O15, from OMol25.

Last column: Mulliken charge in e.
Element x y z (Å)
1 C 4.478 -2.468 0.487  -0.876
2 N 4.997 -1.246 -0.123  0.891
3 O 4.391 -0.873 -1.146  -0.512
4 O 6.141 -0.946 0.268  -0.478
5 H 4.355 -3.207 -0.305  0.327
6 H 3.459 -2.223 0.789  0.343
7 H 5.111 -3.016 1.185  0.316
8 C -2.484 3.367 -2.526  -0.737
9 N -3.556 3.922 -1.563  0.932
10 O -3.305 4.991 -0.966  -0.561
11 O -4.541 3.270 -1.495  -0.483
12 H -2.488 2.279 -2.592  0.113
13 H -1.497 3.623 -2.141  0.364
14 H -2.547 4.017 -3.399  0.335
15 C 1.798 -1.895 -2.305  -0.418
16 N 1.440 -2.127 -3.755  0.955
17 O 0.483 -1.582 -4.244  -0.302
18 O 2.300 -2.839 -4.301  -0.085
19 H 0.866 -2.240 -1.857  0.276
20 H 1.949 -0.820 -2.206  0.268
21 H 2.673 -2.462 -1.986  0.253
22 C -1.838 1.776 0.928  -0.364
23 O -0.494 2.042 1.205  -0.336
24 C 0.463 1.238 0.678  0.856
25 O 0.237 0.231 -0.070  -0.501
26 O 1.577 1.738 0.989  -0.334
27 C 2.729 0.920 0.804  -0.291
28 H -2.231 2.254 0.031  -0.095
29 H -2.421 2.119 1.783  0.373
30 H -1.998 0.706 0.793  0.240
31 H 2.648 0.160 1.581  0.050
32 H 3.622 1.455 1.129  0.328
33 H 2.680 0.573 -0.228  0.125
34 C -2.199 -1.338 -1.328  -0.777
35 O -3.356 -0.506 -1.289  -0.288
36 C -3.823 -0.058 -2.474  0.794
37 O -3.296 -0.002 -3.606  -0.615
38 O -5.062 0.471 -2.193  -0.278
39 C -5.959 0.979 -3.189  -0.771
40 H -1.787 -1.487 -0.330  0.260
41 H -1.440 -0.867 -1.953  0.304
42 H -2.569 -2.265 -1.766  0.452
43 H -6.417 0.042 -3.506  0.357
44 H -5.399 1.358 -4.044  0.327
45 H -6.796 1.643 -2.974  0.270
46 C 3.233 -2.568 4.340  -0.679
47 O 1.977 -2.034 3.949  -0.315
48 C 1.596 -0.924 4.543  0.784
49 O 2.098 -0.411 5.523  -0.569
50 O 0.564 -0.466 3.862  -0.299
51 C -0.161 0.752 4.334  -0.628
52 H 3.999 -1.794 4.296  0.325
53 H 3.538 -3.397 3.701  0.207
54 H 3.220 -2.942 5.364  0.336
55 H -0.324 0.782 5.412  0.378
56 H -1.158 0.762 3.894  0.147
57 H 0.520 1.533 3.994  0.306

## Properties
- Multiplicity: 2
- Total charge: +1
- Largest force on an atom: 5.34 eV Å⁻¹
- Orbital gap (spin up / spin down): 0.2147 / 0.0868 hartree
- DFT total energy: -48043.03470 eV
- E_HOMO (spin up / spin down): -0.47196 / -0.47193 hartree


3.
The following is a quantum chemistry calculation of 8 unconnected molecules or ions with the total composition C77H168N8O3, from OMol25.

Last column: Mulliken charge in e.
Element x y z (Å)
1 N -0.604 -0.103 -0.381  -0.250
2 O 0.346 0.450 -0.918  -0.016
3 O -1.481 0.453 0.290  -0.741
4 O -0.813 -1.272 -0.620  -0.178
5 C -8.676 -3.227 5.134  -1.462
6 C -7.773 -3.508 3.940  -0.542
7 C -6.565 -2.612 3.636  -0.131
8 C -5.969 -3.089 2.262  -1.020
9 N -4.628 -2.344 1.934  1.111
10 C -3.937 -2.821 0.638  -0.241
11 C -2.925 -3.916 0.986  -0.987
12 C -2.412 -3.312 2.299  0.285
13 C -3.572 -2.675 3.005  -1.097
14 C -4.762 -0.772 1.803  -1.139
15 C -5.857 -0.366 0.842  0.492
16 C -6.029 1.089 0.505  -1.662
17 H -9.662 -3.674 5.008  0.364
18 H -8.966 -2.183 5.255  0.382
19 H -8.243 -3.378 6.123  0.370
20 H -8.388 -3.575 3.043  0.352
21 H -7.403 -4.504 4.184  0.296
22 H -5.900 -2.652 4.498  0.370
23 H -7.007 -1.616 3.640  0.252
24 H -6.599 -2.874 1.399  0.313
25 H -5.764 -4.160 2.250  0.479
26 H -3.453 -1.987 0.130  0.375
27 H -4.783 -3.128 0.023  -0.380
28 H -2.138 -4.054 0.244  0.292
29 H -3.460 -4.862 1.061  0.485
30 H -1.770 -2.508 1.941  -0.453
31 H -1.750 -3.937 2.900  0.542
32 H -3.315 -1.749 3.519  0.430
33 H -4.053 -3.262 3.787  0.549
34 H -3.803 -0.265 1.696  0.510
35 H -5.141 -0.364 2.740  0.766
36 H -6.825 -0.744 1.171  0.201
37 H -5.710 -0.789 -0.152  -0.243
38 H -6.884 1.217 -0.160  0.497
39 H -5.156 1.616 0.119  0.085
40 H -6.149 1.679 1.413  0.532
41 C 1.439 -3.900 -1.657  -1.098
42 C 2.865 -3.951 -2.131  -0.253
43 C 3.596 -5.025 -1.345  -0.412
44 C 5.075 -5.192 -1.842  -1.485
45 N 5.929 -6.118 -0.915  0.509
46 C 7.299 -6.090 -1.583  -0.701
47 C 7.302 -7.180 -2.691  -0.740
48 C 6.159 -8.109 -2.479  -0.560
49 C 5.527 -7.624 -1.165  -0.757
50 C 6.021 -5.661 0.555  -1.291
51 C 6.401 -4.180 0.788  0.221
52 C 6.488 -3.939 2.259  -1.528
53 H 0.972 -4.844 -1.937  0.448
54 H 0.849 -3.126 -2.148  -0.101
55 H 1.319 -3.922 -0.573  0.522
56 H 3.276 -3.004 -1.783  0.071
57 H 2.912 -3.893 -3.218  0.521
58 H 3.075 -5.966 -1.522  0.383
59 H 3.460 -4.766 -0.295  0.245
60 H 5.522 -4.200 -1.902  0.489
61 H 5.114 -5.583 -2.859  0.544
62 H 8.035 -6.378 -0.832  0.526
63 H 7.604 -5.124 -1.986  0.370
64 H 8.241 -7.721 -2.577  0.364
65 H 7.340 -6.837 -3.725  0.332
66 H 6.427 -9.165 -2.505  0.358
67 H 5.419 -7.955 -3.264  0.330
68 H 5.902 -8.195 -0.316  0.533
69 H 4.452 -7.794 -1.111  0.419
70 H 6.797 -6.315 0.954  0.661
71 H 5.109 -6.075 0.985  0.470
72 H 5.656 -3.523 0.338  0.111
73 H 7.383 -3.946 0.377  0.344
74 H 5.533 -4.102 2.760  0.249
75 H 6.673 -2.897 2.518  0.439
76 H 7.239 -4.565 2.742  0.437
77 C -4.012 9.437 -3.897  -1.382
78 C -2.928 8.446 -3.527  -0.665
79 C -3.272 6.944 -3.461  -0.349
80 C -1.994 6.072 -2.987  -1.236
81 N -2.463 4.642 -2.722  1.531
82 C -3.427 4.408 -1.479  -1.362
83 C -2.826 3.344 -0.541  0.236
84 C -1.372 3.621 -0.783  -0.360
85 C -1.249 3.757 -2.297  0.147
86 C -3.195 3.951 -3.951  -1.305
87 C -2.352 3.908 -5.200  0.219
88 C -2.965 3.222 -6.423  -1.537
89 H -4.303 9.164 -4.911  0.339
90 H -3.750 10.494 -3.849  0.388
91 H -4.929 9.378 -3.311  0.341
92 H -2.398 8.669 -2.601  0.415
93 H -2.089 8.669 -4.185  0.376
94 H -3.811 6.574 -4.334  0.425
95 H -4.061 6.917 -2.710  0.330
96 H -1.529 6.320 -2.033  0.470
97 H -1.283 5.866 -3.787  0.460
98 H -4.399 4.057 -1.827  0.208
99 H -3.488 5.380 -0.991  0.333
100 H -3.047 2.334 -0.886  -0.129
101 H -3.287 3.441 0.442  0.855
102 H -0.751 2.805 -0.414  0.229
103 H -1.115 4.550 -0.273  0.223
104 H -1.281 2.801 -2.819  -0.695
105 H -0.277 4.162 -2.578  -0.227
106 H -4.107 4.525 -4.112  0.725
107 H -3.426 2.909 -3.728  0.692
108 H -1.368 3.443 -5.139  -0.290
109 H -2.186 4.937 -5.518  0.176
110 H -2.322 3.370 -7.291  0.450
111 H -3.854 3.745 -6.778  0.427
112 H -3.091 2.154 -6.249  0.227
113 C 4.988 3.525 0.941  -1.192
114 C 3.996 3.663 -0.219  0.206
115 C 4.259 2.604 -1.276  -0.344
116 C 3.213 2.841 -2.350  -1.726
117 N 3.378 2.055 -3.668  1.392
118 C 2.070 2.276 -4.488  -0.651
119 C 1.450 0.952 -4.828  0.574
120 C 2.572 -0.059 -4.624  -0.907
121 C 3.396 0.512 -3.438  -0.177
122 C 4.646 2.454 -4.507  -1.044
123 C 4.703 3.940 -4.992  -0.307
124 C 6.075 4.246 -5.771  -1.279
125 H 4.775 4.187 1.780  0.314
126 H 6.016 3.758 0.665  0.425
127 H 4.992 2.544 1.417  0.077
128 H 4.070 4.670 -0.628  0.391
129 H 3.008 3.545 0.225  -0.187
130 H 4.213 1.587 -0.885  0.094
131 H 5.246 2.676 -1.734  0.441
132 H 3.009 3.884 -2.592  0.809
133 H 2.302 2.535 -1.837  0.420
134 H 2.191 2.889 -5.381  0.162
135 H 1.405 2.893 -3.885  -0.154
136 H 1.040 0.966 -5.838  0.764
137 H 0.636 0.847 -4.111  -0.867
138 H 3.188 -0.091 -5.523  0.465
139 H 2.153 -1.055 -4.480  0.347
140 H 4.438 0.201 -3.352  0.278
141 H 2.866 0.350 -2.500  -0.417
142 H 4.660 1.705 -5.299  0.583
143 H 5.452 2.138 -3.845  0.517
144 H 4.669 4.482 -4.046  0.253
145 H 3.807 4.125 -5.583  0.338
146 H 6.149 3.575 -6.627  0.355
147 H 6.953 4.120 -5.138  0.347
148 H 6.034 5.260 -6.168  0.389
149 C -7.334 -2.816 -2.022  -1.185
150 C -6.420 -2.278 -3.099  -0.747
151 C -5.212 -3.133 -3.291  0.105
152 C -4.418 -2.578 -4.476  -1.479
153 N -2.874 -2.669 -4.474  1.161
154 C -2.166 -2.021 -3.274  -0.752
155 C -1.250 -0.959 -3.914  2.924
156 C -1.891 -0.644 -5.223  0.026
157 C -2.388 -1.985 -5.761  -0.823
158 C -2.585 -4.202 -4.443  -1.196
159 C -1.081 -4.648 -4.640  0.272
160 C -0.915 -6.115 -4.356  -1.649
161 H -7.716 -3.801 -2.290  0.461
162 H -8.100 -2.067 -1.823  0.413
163 H -6.805 -2.953 -1.079  -0.009
164 H -6.218 -1.258 -2.771  0.450
165 H -6.993 -2.119 -4.012  0.443
166 H -5.437 -4.139 -3.645  0.500
167 H -4.655 -3.282 -2.366  -0.241
168 H -4.536 -1.522 -4.720  0.649
169 H -4.786 -3.026 -5.399  0.513
170 H -1.701 -2.797 -2.666  0.192
171 H -2.960 -1.626 -2.640  -0.412
172 H -0.339 -1.519 -4.127  -0.616
173 H -1.157 -0.068 -3.293  -1.157
174 H -1.184 -0.262 -5.960  0.354
175 H -2.667 0.116 -5.131  -0.341
176 H -1.586 -2.606 -6.159  0.210
177 H -3.158 -1.821 -6.514  0.327
178 H -3.077 -4.585 -5.338  0.596
179 H -3.108 -4.501 -3.535  0.484
180 H -0.352 -4.015 -4.134  0.004
181 H -0.748 -4.504 -5.668  0.320
182 H -1.845 -6.586 -4.674  0.447
183 H -0.912 -6.377 -3.298  0.338
184 H -0.059 -6.590 -4.836  0.407
185 C -4.845 5.286 3.450  -1.570
186 C -3.481 5.572 2.898  0.129
187 C -2.378 4.745 3.644  -0.890
188 C -0.997 4.637 2.943  -0.483
189 N 0.102 4.177 3.931  0.338
190 C 0.544 5.265 5.012  -0.538
191 C 1.475 6.296 4.342  -0.867
192 C 2.024 5.571 3.110  -0.529
193 C 1.520 4.144 3.232  -0.178
194 C -0.270 2.796 4.540  -1.239
195 C -0.512 1.614 3.532  1.608
196 C -0.913 0.175 3.944  -0.138
197 H -5.183 4.249 3.458  0.294
198 H -5.523 5.978 2.951  0.473
199 H -4.927 5.713 4.450  0.407
200 H -3.324 6.649 2.842  0.526
201 H -3.589 5.222 1.872  -0.250
202 H -2.704 3.743 3.923  0.406
203 H -2.342 5.240 4.614  0.247
204 H -0.712 5.660 2.698  0.797
205 H -0.997 3.987 2.068  -0.038
206 H 1.022 4.645 5.770  0.436
207 H -0.384 5.687 5.395  0.437
208 H 2.294 6.556 5.013  0.381
209 H 0.911 7.215 4.179  0.315
210 H 3.108 5.485 3.034  0.436
211 H 1.551 6.056 2.256  0.326
212 H 2.081 3.607 3.996  0.134
213 H 1.422 3.547 2.325  0.170
214 H -1.147 3.099 5.112  0.515
215 H 0.579 2.613 5.198  0.177
216 H 0.393 1.613 2.924  -0.437
217 H -1.352 1.978 2.941  -0.259
218 H -1.814 0.248 4.554  0.646
219 H -0.088 -0.350 4.427  -0.657
220 H -1.066 -0.417 3.041  -0.194
221 C 2.510 -0.779 1.139  0.271
222 C 3.208 -0.101 2.302  0.255
223 C 3.144 -1.001 3.554  -0.105
224 C 3.811 -0.329 4.823  -1.504
225 N 3.268 -0.853 6.211  0.397
226 C 1.939 -0.173 6.578  0.074
227 C 1.957 -0.003 8.155  -0.642
228 C 3.382 -0.276 8.636  -0.869
229 C 4.204 -0.345 7.335  -0.737
230 C 3.109 -2.443 6.330  -0.814
231 C 4.505 -3.093 6.148  -0.208
232 C 4.290 -4.588 5.936  -1.568
233 H 1.429 -0.728 1.270  -0.460
234 H 2.813 -1.822 1.055  0.170
235 H 2.589 -0.256 0.186  -0.485
236 H 2.703 0.858 2.416  -0.287
237 H 4.248 0.147 2.090  0.527
238 H 3.675 -1.910 3.273  0.120
239 H 2.147 -1.312 3.867  0.281
240 H 3.659 0.749 4.885  0.516
241 H 4.901 -0.315 4.831  0.651
242 H 1.076 -0.769 6.284  0.417
243 H 1.804 0.857 6.249  -0.443
244 H 1.177 -0.583 8.647  0.378
245 H 1.696 1.053 8.233  0.396
246 H 3.422 -1.157 9.276  0.298
247 H 3.781 0.571 9.195  0.404
248 H 5.041 -1.034 7.222  0.481
249 H 4.496 0.674 7.084  0.519
250 H 2.362 -2.720 5.586  0.369
251 H 2.654 -2.523 7.317  0.737
252 H 5.126 -2.932 7.030  0.389
253 H 4.950 -2.653 5.256  0.254
254 H 3.726 -5.106 6.713  0.413
255 H 5.213 -5.164 5.998  0.428
256 H 3.896 -4.853 4.955  0.329

## Properties
- Multiplicity: 2
- Total charge: +5
- Largest force on an atom: 3.72 eV Å⁻¹
- Orbital gap (spin up / spin down): 0.0664 / 0.3071 hartree
- DFT total energy: -100583.40207 eV
- E_HOMO (spin up / spin down): -0.37453 / -0.61550 hartree